DFT (ωB97M-V/def2-TZVPD) results for a structure of composition C44H50BN10O8PS2Ta at a distorted geometry.

Structure (XYZ):
```
117
Properties=species:S:1:pos:R:3:forces:R:3
Ta 0.831035 -0.605556 0.898901 -1.1509 -0.7004 0.2018
S -0.929832 2.432371 -5.099795 -1.5781 -2.3603 0.2123
S -3.262435 -4.632041 -3.616393 -1.7469 -1.4704 1.0929
P 1.455678 1.201363 2.747162 1.4814 1.9195 2.2600
O -1.853639 -4.366877 -3.468280 0.5388 0.3185 0.3490
O -5.518599 -2.183112 -0.027360 3.0291 1.3941 2.2710
O 0.274263 2.731030 -5.791744 0.5062 1.0913 -0.2300
O -4.648437 -1.088373 1.763542 -0.1782 -1.8696 -2.7841
O -0.931119 1.142726 -4.407889 0.0420 0.4426 0.6550
O -1.917366 5.022975 -0.961812 -0.1908 -2.5296 1.4106
O -3.914945 -4.332356 -4.850425 0.0336 0.4551 -0.4234
O -2.855965 3.725114 0.594709 2.4884 0.5010 -2.6712
N -2.958287 -1.800217 -1.275782 -0.2482 0.9322 2.2204
N -0.327460 2.830323 -1.726654 -0.9624 -0.9303 1.3493
N -1.146186 -1.095220 -0.171518 -0.2249 0.3256 0.5695
N 2.357263 -3.039344 1.360779 0.8360 -1.8066 -3.7249
N -2.020712 3.921905 -0.359277 -4.6056 3.6857 2.3887
N 1.295665 -2.310975 3.399783 -2.8613 -0.6563 1.0737
N -4.568111 -1.633835 0.621158 -3.6038 0.9026 1.1832
N 0.252847 -1.585138 2.788745 0.0564 -0.7010 1.0349
N 0.185079 1.165596 -0.272561 -1.3433 1.0041 -0.1601
N 1.344987 -2.626935 0.467962 0.1825 0.4118 2.0133
C -0.527809 5.454737 2.873156 0.2618 -0.4084 -0.6181
C 1.166819 3.912503 1.951182 -0.3393 0.1859 0.7274
C -1.384531 3.669759 -3.879967 0.1725 -0.4418 0.7860
C 3.674473 0.816480 1.183392 -0.9350 0.5437 0.6688
C -1.019371 4.432359 3.695653 -0.2330 1.3280 0.0052
C 5.001681 1.079358 0.720046 -2.1480 -0.2601 0.6637
C 4.668463 -0.460454 -1.073224 0.4177 -0.6347 -0.1476
C 2.823396 -0.166982 0.545114 0.7963 -0.2527 -0.8750
C 0.710296 2.908613 2.839478 -1.2923 0.3172 -0.4372
C -0.872037 -1.581389 -2.580072 -0.1509 -1.1712 -0.1403
C 5.080957 2.969000 2.270926 0.8614 -0.3757 0.4531
C 0.528388 5.153886 1.976881 -1.0952 0.5435 0.5458
C 1.574394 1.383117 -2.291311 0.0316 -0.3874 -0.7855
C 0.447042 0.754343 6.638970 -1.8020 0.3297 0.7977
C 1.625551 0.803506 7.353810 0.8240 -0.5367 0.1869
C -0.283241 3.846738 -2.821368 0.9342 0.8269 0.8809
C -3.953552 -2.207515 -2.288412 1.1374 0.1722 -1.7710
C -0.877686 -1.795012 3.580992 1.3564 0.4012 -0.0777
C -3.552962 -6.447701 -3.226277 -0.0022 0.8569 0.1840
C -3.315788 -7.251260 -4.514030 0.1454 1.1037 -0.4201
C 0.445355 1.774431 -1.459076 1.2986 0.5826 -0.4658
C -4.239001 -3.681504 -2.334330 -0.2124 -1.7131 0.1802
C 0.771149 -2.993853 4.473932 0.1905 1.8679 -1.1221
C 5.641179 2.134609 1.328378 1.9504 1.3191 0.5872
C 5.516479 0.398520 -0.387718 -0.3751 -0.9888 0.1231
C 3.382050 -0.825489 -0.572758 -0.0849 0.7658 -0.7512
C -1.649931 -1.502740 -1.340799 0.4261 0.0553 -0.9173
C -3.312257 -1.439478 0.020790 1.3476 0.5559 0.8142
C -0.565260 -2.588275 4.674689 0.2566 0.0026 -0.8115
C 3.887040 2.584702 2.852889 -1.1415 0.5776 0.9516
C -0.432552 3.202498 3.687281 1.5829 -1.9850 -0.5378
C 3.159744 1.557602 2.305207 0.3394 -0.9136 -1.9554
C 2.856449 0.923144 5.299220 -0.2348 -0.2121 -0.2974
C -1.253067 2.850266 -0.676186 2.2333 -2.3107 0.0900
C -2.372707 2.328819 -6.150197 -0.4365 -0.6575 -0.7068
C 2.851777 0.768066 6.707999 0.2024 0.0251 -0.8780
C -0.947528 1.819861 0.190455 0.3093 1.2918 -0.5533
C 0.423027 0.733992 5.260597 0.4673 -0.1393 -0.5970
C 3.017808 -4.045421 0.747151 -1.0700 0.0054 -0.7387
C 1.643252 0.940444 4.573215 -0.9816 -1.3164 0.3767
C 2.325863 -4.474383 -0.425860 -0.9208 1.4956 0.7472
C 1.276207 -3.529559 -0.524252 1.7679 -1.5543 -0.2118
C -2.214052 -0.910916 0.696800 -0.6222 -2.1623 -2.2561
C -2.654122 3.541638 -7.002219 0.0901 0.4983 -0.9609
B 2.686019 -2.524867 2.741656 -0.6016 1.2977 1.1180
H -2.735573 4.442670 -6.385767 -0.0266 -0.0565 -0.1365
H 1.396075 -3.668221 5.050474 -0.0726 0.2275 -0.1557
H 2.088098 3.867884 1.358510 -0.5528 -0.5260 0.0335
H 2.387292 1.166964 -1.596122 0.3956 0.5289 -0.4852
H -0.988633 6.460233 2.916806 0.4199 -0.7608 -0.2082
H -0.781623 2.429073 4.395013 0.1358 0.7631 -0.6889
H -2.248604 1.382023 -6.723007 0.4770 0.7057 0.1110
H 1.302097 0.404836 -2.697313 0.1688 0.0868 -0.4844
H 0.778381 3.814297 -3.198819 -1.3371 0.2222 0.0213
H -2.711439 -8.115319 -4.367901 0.3583 -0.7516 0.5779
H -0.507408 0.788822 7.211234 0.7559 -0.3331 -0.5581
H -4.282489 -4.186097 -1.343611 0.7313 0.3851 -0.4900
H -1.352654 1.700982 1.177422 -0.2326 -0.0639 0.0944
H -1.278311 -2.531486 -3.039252 1.0998 1.0179 -0.3373
H 3.989120 -4.374724 1.076651 -0.2030 -0.2986 0.5902
H -4.872965 -1.688742 -2.143768 -0.3986 0.4959 0.5889
H 3.079088 -3.417618 3.408809 0.8922 -0.0456 -0.1271
H -4.255241 -7.588631 -4.986036 0.5449 0.5930 0.0645
H -0.469608 4.806617 -2.221012 0.5428 -1.3217 -1.4833
H 3.263820 -1.441442 2.710281 -0.0738 -0.5195 0.1290
H 5.062192 -0.924379 -1.982416 -0.3268 -0.0645 0.3577
H -1.796813 3.658166 -7.678301 -0.3362 0.2850 0.0114
H 3.763896 1.004203 4.700162 -0.0158 -0.2125 0.6103
H -2.372234 3.396162 -3.416703 0.9548 0.1808 -0.5336
H -3.588180 3.497466 -7.632961 0.9804 -0.3355 0.8313
H -1.485940 4.597279 -4.409339 -0.1174 0.5947 -0.2295
H -2.055408 -0.588689 1.695144 -0.4806 0.1605 0.4390
H -2.832120 -6.625719 -2.418765 -0.1685 -0.1746 -0.2303
H -5.265325 -3.856236 -2.660939 0.0142 0.3083 -0.3712
H 0.552973 -3.499109 -1.305274 -0.5094 0.2100 -0.2081
H 2.747209 -1.527918 -1.168918 0.9522 0.4469 0.5209
H -3.596714 -1.815855 -3.263151 0.0694 -0.4433 0.4012
H 1.765079 2.092371 -3.139003 0.1386 -0.8617 0.9721
H -3.222874 2.070167 -5.540252 -0.1654 0.1328 0.8214
H 5.624675 3.821601 2.679615 -0.0037 -0.3433 -0.1954
H -4.577594 -6.578884 -2.842773 0.3706 0.3042 -0.0876
H -0.513522 0.537125 4.692035 0.7631 0.3441 0.7077
H 0.794046 5.920328 1.261128 0.4003 0.0644 0.1379
H -2.681928 -6.611568 -5.165317 -0.7529 -0.5417 -0.1822
H -1.822600 -1.292479 3.394688 0.2857 -0.2071 0.0123
H 6.696511 2.272761 1.101285 -0.1838 0.3241 -0.3483
H 2.468505 -5.360036 -1.064212 0.1702 0.7859 0.4733
H 3.757884 0.571540 7.317236 -0.5144 0.5286 -0.8004
H -1.239465 -2.793638 5.502458 0.2926 -0.2723 -0.3401
H -1.862558 4.636326 4.359728 0.3183 -0.1101 -0.1637
H 0.174123 -1.669376 -2.271237 0.0018 -0.2557 -0.3702
H 1.645402 0.737151 8.433820 -0.3322 0.1310 0.0053
H 6.590523 0.507334 -0.574040 -0.5380 0.0620 -0.5802
H -0.925767 -0.696530 -3.230640 -0.4382 -0.2313 0.0897
H 3.495471 3.078698 3.769296 0.3240 -0.0457 -0.9530
```
Forces are in eV/Å.

The value obtained for the relative energy (zero: lowest compared OMol25 entry of this formula, charge and spin) is 255.6 kJ/mol. The HOMO energy comes out at -0.5859 Eh. Its largest force on an atom is 6.4 eV Å⁻¹. As for the net charge: +3. The calculation puts the orbital gap at 5.926 eV.

Löwdin population analysis, charges in e, atoms 1 to 8: 1.830 0.653 0.675 1.072 -0.347 0.102 -0.257 0.093